(1)
Molecular formula: C2H5N2O4P
Method: DFT, the ωB97M-V functional and the def2-TZVPD basis

As for the HOMO-LUMO gap (spin up / spin down): 9.3 / 9.4 eV. Its lowest unoccupied orbital energy (spin up / spin down) is -0.64 / -0.58 eV. The total energy comes out at -22609.569 eV. For the molar mass, the calculation gives 152.05 g/mol. The calculation puts the HOMO energy (spin up / spin down) at -0.3640 / -0.3677 Eh. The value obtained for the relative energy (zero: lowest compared OMol25 entry of this formula, charge and spin) is 2.1 kcal per mole.

Element x y z (Å)
C 1.98686 -0.04094 0.25264
C 0.85616 -0.69569 -0.54012
N -0.30146 -0.92168 0.26489
N -1.88497 -0.51469 -0.94907
O -2.40152 2.06772 1.25784
O -0.58197 0.17538 1.08260
O -2.76887 -0.41833 0.10345
O -1.56283 0.81493 -1.07820
P -1.89762 0.91758 0.56551
H 2.89217 -0.00845 -0.34603
H 1.71620 0.97391 0.52677
H 2.17609 -0.60636 1.15901
H 0.62202 -0.05926 -1.40374
H 1.14974 -1.68412 -0.89555

Forces on the atoms, in the same order (eV/Å):
C -0.15 -0.12 -0.06
C 0.71 0.79 -0.38
N -2.29 -1.12 -0.74
N 1.98 -1.39 0.30
O -0.13 0.23 0.23
O 0.24 0.83 0.35
O -0.29 0.64 0.72
O -0.32 0.89 0.55
P 0.08 -0.72 -1.06
H 0.07 -0.04 -0.06
H 0.04 0.07 0.04
H 0.13 -0.04 0.15
H 0.01 -0.04 -0.01
H -0.11 0.03 -0.03


(2)
Molecular formula: C2H5N2P
Method: DFT, the ωB97M-V functional and the def2-TZVPD basis

As for the HOMO-LUMO gap: 9.7 eV. Its lowest unoccupied orbital energy is 1.02 eV. The total energy comes out at -14421.455 eV. For the molar mass, the calculation gives 88.05 g/mol. The calculation puts the HOMO energy at -0.3193 Eh. The value obtained for the relative energy (zero: lowest compared OMol25 entry of this formula, charge and spin) is 39.9 kcal per mole.

Element x y z (Å)
C -1.16140 0.69492 -0.16507
C 0.67191 0.00608 1.06969
N -0.53360 0.73078 0.90145
N 0.76466 -0.85190 -0.63390
P -0.64281 -0.50498 -1.42258
H -1.97956 1.30123 -0.32101
H 1.49991 0.54023 1.21154
H 0.54475 -0.69926 1.92848
H 1.03080 -1.83644 -0.27691
H -0.19467 0.61934 -2.29170

Forces on the atoms, in the same order (eV/Å):
C 0.62 -1.25 -0.29
C -4.94 -3.46 -2.37
N 1.78 0.80 1.68
N 2.32 -1.37 4.59
P 0.14 0.37 -1.36
H -1.92 1.32 -0.19
H 3.24 2.44 0.06
H 0.20 -0.06 -1.11
H -1.14 2.05 -1.48
H -0.30 -0.84 0.47


(3)
Molecular formula: C2H5N2S
Method: DFT, the ωB97M-V functional and the def2-TZVPD basis

As for the HOMO-LUMO gap: 9.7 eV. The total charge is +1. Its lowest unoccupied orbital energy is -4.10 eV. The total energy comes out at -15959.916 eV. For the molar mass, the calculation gives 89.14 g/mol. The calculation puts the HOMO energy at -0.5053 Eh. The value obtained for the relative energy (zero: lowest compared OMol25 entry of this formula, charge and spin) is 69.7 kcal per mole.

Element x y z (Å)
C -0.40478 1.30528 -0.64823
C -0.61347 -0.30102 0.48859
N 0.24202 2.30275 -0.56778
N 0.56696 -1.23968 0.22892
S -1.27348 0.02466 -1.20977
H -1.43595 -0.61254 1.04248
H 0.55385 2.66549 0.32918
H 1.01964 -0.62459 -0.42933
H 0.21280 -2.12437 -0.32675
H 1.13242 -1.39597 1.09270

Forces on the atoms, in the same order (eV/Å):
C -0.15 -1.68 1.35
C 1.03 1.45 -2.64
N 0.10 1.06 0.21
N -2.25 -0.95 -0.12
S -0.41 -0.09 -0.43
H -0.83 -0.79 1.48
H 0.23 0.06 -0.24
H 1.29 -0.43 -0.30
H 1.39 1.62 1.67
H -0.41 -0.25 -0.98


(4)
Molecular formula: C2H5N3
Method: DFT, the ωB97M-V functional and the def2-TZVPD basis

As for the HOMO-LUMO gap: 9.8 eV. The SMILES is [H]/N=C\NN=C. Its lowest unoccupied orbital energy is 0.85 eV. The total energy comes out at -6623.591 eV. For the molar mass, the calculation gives 71.08 g/mol. The calculation puts the HOMO energy at -0.3286 Eh. The value obtained for the relative energy (zero: lowest compared OMol25 entry of this formula, charge and spin) is 31.0 kcal per mole.

Element x y z (Å)
H 1.60711 -1.56458 0.05192
N 2.22184 -0.74774 0.03103
C 1.56490 0.33433 -0.02358
N 0.17186 0.50848 -0.07854
N -0.61810 -0.57302 -0.13694
C -1.88273 -0.28878 0.05081
H 2.06813 1.28423 -0.07062
H -0.25279 1.43531 0.00663
H -2.60385 -1.11923 -0.10019
H -2.27638 0.73101 0.26948

Forces on the atoms, in the same order (eV/Å):
H -0.01 0.18 0.00
N -0.29 0.32 -0.03
C -0.62 -0.39 -0.13
N 1.31 0.24 0.07
N -3.09 1.05 0.53
C 0.95 -1.34 -0.66
H 0.30 0.34 0.09
H 0.39 -0.44 0.00
H 0.61 0.72 0.32
H 0.45 -0.68 -0.18


(5)
Molecular formula: C2H5N3O
Method: DFT, the ωB97M-V functional and the def2-TZVPD basis

As for the HOMO-LUMO gap (spin up / spin down): 9.4 / 6.4 eV. Its lowest unoccupied orbital energy (spin up / spin down) is -0.73 / -3.18 eV. The total energy comes out at -8667.549 eV. For the molar mass, the calculation gives 87.08 g/mol. The calculation puts the HOMO energy (spin up / spin down) at -0.3734 / -0.3516 Eh. The value obtained for the relative energy (zero: lowest compared OMol25 entry of this formula, charge and spin) is 140.5 kcal per mole.

Element x y z (Å)
C -0.92395 -1.33781 -0.29715
C 0.95884 0.86481 0.02595
N -1.24034 -0.70254 -1.24183
N -0.41988 -1.96273 0.66503
N 0.12400 0.65463 1.10410
O 0.49869 1.33214 -1.25414
H 1.57375 0.05720 -0.26112
H 1.58019 1.81897 0.28697
H -0.87312 -2.33764 1.46011
H -0.81955 0.66937 0.86107
H -0.45864 0.94359 -1.34898

Forces on the atoms, in the same order (eV/Å):
C -0.56 -0.43 -0.02
C 0.95 4.03 -1.14
N -0.51 -0.35 -0.14
N 1.54 -0.11 -0.77
N 1.72 -0.55 1.13
O -3.56 -0.91 0.23
H 1.15 -1.34 0.66
H -0.20 -1.85 0.23
H -1.00 -0.03 0.70
H -2.13 0.46 -0.55
H 2.59 1.08 -0.33


(6)
Molecular formula: C2H5N3O
Method: DFT, the ωB97M-V functional and the def2-TZVPD basis

As for the HOMO-LUMO gap: 8.6 eV. Its lowest unoccupied orbital energy is -0.42 eV. The total energy comes out at -8666.711 eV. For the molar mass, the calculation gives 87.08 g/mol. The calculation puts the HOMO energy at -0.3320 Eh. The value obtained for the relative energy (zero: lowest compared OMol25 entry of this formula, charge and spin) is 159.8 kcal per mole.

Element x y z (Å)
C -0.48960 0.71681 -0.06310
C 1.78361 -0.44437 -0.13067
H -3.53687 -0.69150 0.85392
H -1.30059 -1.44108 0.71195
H -0.05322 1.81878 -0.13261
H -0.05485 -1.28929 -0.51035
H 1.85525 -1.41848 -0.75496
N -2.35127 -0.56182 0.09532
N -1.73228 0.76203 -0.14152
N 0.39546 -0.33250 -0.18396
O 2.64286 0.28912 0.32572

Forces on the atoms, in the same order (eV/Å):
C 2.92 4.57 -1.24
C 0.37 -0.37 -0.85
H 4.98 1.30 -2.47
H -4.03 2.94 -1.25
H -0.24 -2.61 0.05
H 1.20 2.99 0.70
H 1.52 1.00 1.11
N 0.24 -2.57 2.07
N -3.39 -3.10 2.76
N -1.64 -2.85 -0.04
O -1.94 -1.28 -0.84


(7)
Molecular formula: C2H5N3O
Method: DFT, the ωB97M-V functional and the def2-TZVPD basis

As for the HOMO-LUMO gap: 10.4 eV. The SMILES is N#CN[C@H](N)O. Its lowest unoccupied orbital energy is 0.44 eV. The total energy comes out at -8671.435 eV. For the molar mass, the calculation gives 87.08 g/mol. The calculation puts the HOMO energy at -0.3643 Eh. The value obtained for the relative energy (zero: lowest compared OMol25 entry of this formula, charge and spin) is 50.9 kcal per mole.

Element x y z (Å)
N 3.09848 -1.47049 -0.27981
C 2.47406 -0.49399 -0.25906
N 1.62488 0.46121 -0.38174
C 0.32256 0.22805 0.19569
N -0.73938 0.46144 -0.88729
O -0.01422 0.91098 1.40316
H 1.81579 1.27141 -0.85037
H 0.21447 -0.85813 0.45776
H -1.47542 -0.06924 -0.40613
H -1.05166 1.39596 -0.93194
H 0.51875 1.75842 1.61002

Forces on the atoms, in the same order (eV/Å):
N 0.07 0.59 0.45
C 2.12 -2.75 -0.75
N -2.46 -0.30 2.48
C -1.96 0.28 -1.19
N 1.24 -2.57 2.21
O 1.59 1.75 0.25
H 0.54 2.23 -1.44
H 0.48 1.04 -0.38
H -0.36 0.49 -0.91
H -0.19 1.41 0.21
H -1.07 -2.17 -0.94


(8)
Molecular formula: C2H5N3O
Method: DFT, the ωB97M-V functional and the def2-TZVPD basis

As for the HOMO-LUMO gap: 10.6 eV. The SMILES is [H]/N=C/N(N)C=O. Its lowest unoccupied orbital energy is 0.85 eV. The total energy comes out at -8671.387 eV. For the molar mass, the calculation gives 87.08 g/mol. The calculation puts the HOMO energy at -0.3592 Eh. The value obtained for the relative energy (zero: lowest compared OMol25 entry of this formula, charge and spin) is 52.0 kcal per mole.

Element x y z (Å)
H 1.97344 1.72044 1.71177
N 1.07319 1.61379 1.14897
C 1.09520 0.35275 0.81875
N 0.13215 -0.17800 0.02066
N 0.12041 -1.58681 0.00722
C -0.86595 0.40753 -0.71106
O -1.61326 -0.32576 -1.31669
H 1.97296 -0.35727 1.07039
H -0.73572 -1.92759 0.54204
H -0.16782 -1.85473 -1.00681
H -0.79256 1.52074 -0.66799

Forces on the atoms, in the same order (eV/Å):
H -1.58 0.34 -0.91
N 1.84 -2.21 0.73
C 1.99 2.30 0.90
N -0.47 -1.98 0.10
N -1.57 -1.67 -1.44
C 0.59 0.58 0.17
O -0.63 1.04 -0.31
H -1.81 0.90 -0.41
H 1.34 0.75 -0.69
H 0.79 0.56 2.18
H -0.50 -0.61 -0.32


(9)
Molecular formula: C2H5N3O
Method: DFT, the ωB97M-V functional and the def2-TZVPD basis

As for the HOMO-LUMO gap (spin up / spin down): 9.4 / 9.4 eV. Its lowest unoccupied orbital energy (spin up / spin down) is 0.50 / 0.50 eV. The total energy comes out at -8669.585 eV. For the molar mass, the calculation gives 87.08 g/mol. The calculation puts the HOMO energy (spin up / spin down) at -0.3283 / -0.3283 Eh. The value obtained for the relative energy (zero: lowest compared OMol25 entry of this formula, charge and spin) is 93.6 kcal per mole.

Element x y z (Å)
C 1.83104 1.14596 -1.49334
C -0.12060 0.79976 -0.21069
N 2.28117 1.10289 -2.55211
N -0.04432 -1.24799 0.31099
N 1.24863 1.09173 -0.32541
O -0.92612 0.82392 -1.32286
H -0.62920 1.17103 0.68995
H -0.42444 -1.26116 1.27968
H -0.79598 -1.61323 -0.27234
H 1.58399 0.74622 0.54760
H -0.37266 1.23346 -1.98503

Forces on the atoms, in the same order (eV/Å):
C 0.93 -0.92 -0.63
C -2.05 -3.94 0.44
N 0.06 0.40 -0.29
N -0.04 3.10 0.09
N -2.45 0.76 1.37
O 1.19 0.54 1.38
H 0.52 -0.08 -0.40
H 0.15 0.05 -0.79
H -0.07 0.14 0.01
H 1.76 -0.14 0.03
H -0.01 0.09 -1.20


(10)
Molecular formula: C2H5N3O
Method: DFT, the ωB97M-V functional and the def2-TZVPD basis

As for the HOMO-LUMO gap: 8.3 eV. Its lowest unoccupied orbital energy is -0.61 eV. The total energy comes out at -8667.030 eV. For the molar mass, the calculation gives 87.08 g/mol. The calculation puts the HOMO energy at -0.3270 Eh. The value obtained for the relative energy (zero: lowest compared OMol25 entry of this formula, charge and spin) is 152.5 kcal per mole.

Element x y z (Å)
C 0.78078 0.88487 -0.09885
N -0.77055 -1.38875 -0.14443
C -0.81842 -0.25385 0.47481
N 0.60909 -1.05540 -1.26476
N -1.46925 0.34595 1.34824
O 1.56118 -1.66377 -1.04335
H -1.60874 -1.71126 -0.61437
H -1.22551 1.31592 1.52437
H 1.20746 0.82633 0.90010
H 0.15449 1.76165 -0.24741
H 1.57947 0.93833 -0.83436

Forces on the atoms, in the same order (eV/Å):
C -1.14 -0.09 0.66
N 0.59 -0.99 -0.46
C 1.45 1.98 -0.40
N 1.03 -0.80 0.47
N -0.17 -0.34 -0.10
O -1.93 0.61 -0.16
H 0.08 -0.03 -0.02
H 0.14 -0.17 -0.11
H 0.03 0.15 0.00
H 0.02 0.06 0.20
H -0.10 -0.37 -0.07